{
  "formula": "C4H8N2O",
  "method": "ωB97M-V/def2-TZVPD",
  "fmax_ev_per_a": 5.291,
  "relative_energy_kcal_mol": 42.5,
  "species": ["O", "C", "N", "C", "C", "C", "N", "H", "H", "H", "H", "H", "H", "H", "H"],
  "coordinates": [[-2.30698, 1.48717, -0.78725], [-1.29772, 0.95235, -0.37758], [-0.03651, 1.24957, -0.80293], [1.05654, 0.28617, -0.69636], [1.08415, -0.31918, 0.71038], [-0.25958, -0.95699, 0.97531], [-1.46647, -0.16878, 0.53048], [-0.04318, 1.89149, -1.58216], [0.93094, -0.51651, -1.41521], [1.98426, 0.83076, -0.90679], [1.28107, 0.42629, 1.48463], [1.86904, -1.08466, 0.75678], [-0.44498, -1.22454, 2.01686], [-0.33898, -1.89701, 0.41371], [-1.97563, -0.94957, -0.38414]],
  "forces_ev_per_angstrom": [[0.550, 0.476, 0.000], [-0.836, -1.129, 0.067], [-0.017, 0.099, 0.297], [0.177, 0.625, 0.663], [-0.123, 0.178, -0.123], [-1.058, -0.668, -0.498], [-0.951, -2.853, -4.275], [0.104, 0.014, 0.106], [0.088, -0.243, -0.317], [-0.139, -0.265, -0.029], [0.160, 0.164, -0.269], [-0.147, 0.175, 0.084], [0.323, 0.206, 0.053], [0.408, 0.040, 0.274], [1.462, 3.182, 3.967]]
}

***

{
  "formula": "CH10NO4",
  "method": "ωB97M-V/def2-TZVPD",
  "charge": -1,
  "fmax_ev_per_a": 1.960,
  "relative_energy_kcal_mol": 8.2,
  "species": ["N", "C", "O", "H", "H", "H", "H", "H", "H", "O", "H", "H", "O", "H", "H", "O"],
  "coordinates": [[-0.04948, 0.93130, -1.92901], [-1.27676, 0.51662, -1.10651], [-0.96584, 0.22454, 0.19111], [0.10721, 1.82589, -1.45949], [0.67310, 0.33485, -1.53976], [-2.01980, 1.32516, -1.11393], [-1.59402, -0.41504, -1.60758], [-0.37781, -2.27762, 1.62547], [-0.35562, -0.86780, 0.73105], [0.20305, -1.70279, 1.12583], [2.59071, -2.66667, -1.02567], [1.92516, -1.77271, -0.00619], [2.75630, -1.87903, -0.49923], [-0.80526, 1.57117, 1.11390], [-0.64147, 1.77807, 2.57271], [-0.93663, 2.30137, 1.83142]],
  "forces_ev_per_angstrom": [[-1.451, 0.762, 1.075], [1.343, -1.356, -0.065], [-0.079, 0.854, 0.327], [0.648, 0.042, -0.417], [0.188, -0.124, -0.060], [-0.036, -0.077, -0.613], [-0.629, 0.336, -0.152], [-0.094, 0.069, -0.060], [0.175, -0.525, -0.150], [0.325, 0.106, -0.134], [0.034, 0.061, -0.018], [-0.204, 0.055, 0.330], [-0.039, -0.129, -0.111], [-0.634, 0.524, 0.328], [0.082, 0.014, 0.626], [0.371, -0.611, -0.907]]
}